Molecular formula: C27H35N5O3P2V
Method: DFT, ωB97M-V with the def2-TZVPD basis set

Each line ends with the Löwdin spin population.
Positions of all 73 atoms, in Å:
1 V -0.251 0.613 -0.546  2.741
2 C -2.024 1.736 -7.330  0.000
3 C -2.139 0.432 -7.042  0.000
4 C -1.375 -0.642 -7.740  0.000
5 C 0.127 -0.295 -7.976  0.000
6 C 0.822 0.494 -6.883  0.000
7 C 0.896 1.832 -6.929  0.000
8 C 0.296 2.631 -8.056  0.000
9 C -1.161 2.257 -8.436  0.000
10 C 1.737 0.804 0.445  -0.083
11 H -2.652 2.501 -6.857  0.000
12 H -2.908 0.087 -6.351  0.000
13 H -1.799 -0.889 -8.729  0.000
14 H -1.452 -1.551 -7.127  0.000
15 H 0.662 -1.239 -8.146  0.000
16 H 0.206 0.262 -8.916  0.000
17 H 1.372 -0.109 -6.141  0.000
18 H 1.492 2.398 -6.201  0.000
19 H 0.863 2.547 -8.996  0.000
20 H 0.332 3.687 -7.770  0.000
21 H -1.641 3.158 -8.838  0.000
22 H -1.154 1.529 -9.255  0.000
23 H 1.291 1.694 0.931  -0.005
24 H 2.763 1.102 0.188  -0.004
25 H 1.798 -0.034 1.164  0.004
26 P 1.569 -0.358 -1.834  0.029
27 P -1.354 -0.876 -1.923  0.048
28 N 2.688 0.887 -2.493  0.012
29 N 2.785 -1.619 -1.329  0.002
30 N -2.166 0.496 -2.719  0.029
31 N -2.797 -1.766 -1.531  0.000
32 C 0.962 -1.090 -3.392  -0.004
33 C -0.445 -1.712 -3.236  0.001
34 C 2.595 2.225 -2.135  0.010
35 C 3.563 2.941 -2.840  0.000
36 C 4.269 2.022 -3.656  0.002
37 C 3.713 0.759 -3.427  0.001
38 C 3.683 -1.460 -0.270  0.000
39 C 4.439 -2.614 -0.153  0.000
40 C 3.971 -3.538 -1.128  -0.001
41 C 2.943 -2.909 -1.823  0.000
42 C -2.093 1.804 -2.218  0.027
43 C -2.659 2.636 -3.180  0.006
44 C -3.004 1.846 -4.293  0.007
45 C -2.681 0.528 -3.991  0.005
46 C -3.932 -2.102 -2.282  0.000
47 C -4.774 -2.879 -1.467  0.000
48 C -4.162 -2.972 -0.179  0.000
49 C -2.941 -2.299 -0.248  0.000
50 H 1.678 -1.831 -3.765  0.000
51 H 0.923 -0.273 -4.124  0.000
52 H -1.080 -1.679 -4.134  -0.001
53 H -0.396 -2.749 -2.860  0.001
54 H 1.887 2.524 -1.387  0.006
55 H 3.715 3.994 -2.752  0.000
56 H 5.077 2.258 -4.332  0.000
57 H 3.965 -0.206 -3.855  0.000
58 H 3.677 -0.562 0.328  0.000
59 H 5.237 -2.756 0.554  0.000
60 H 4.337 -4.539 -1.286  0.000
61 H 2.316 -3.280 -2.621  0.000
62 H -1.757 1.984 -1.182  0.012
63 H -2.781 3.702 -3.104  0.000
64 H -3.398 2.183 -5.237  0.000
65 H -2.778 -0.404 -4.544  0.000
66 H -4.016 -1.756 -3.308  0.000
67 H -5.708 -3.334 -1.761  0.000
68 H -4.527 -3.460 0.710  0.000
69 H -2.198 -2.154 0.506  0.000
70 O -0.518 0.763 1.843  0.032
71 N -1.165 -0.190 1.280  -0.001
72 O -0.763 -1.399 1.395  0.084
73 O -2.280 0.096 0.624  0.040

## Properties
- <S²> = 3.812
- HOMO energy (spin up / spin down) (eV) = -7.98 / -8.14
- max |F| (Eh/bohr) = 0.0629
- relative energy (zero: lowest compared OMol25 entry of this formula, charge and spin) (kJ/mol) = 0.00
- multiplicity = 4
- electronic energy (Eh) = -3175.71485
- HOMO-LUMO gap (spin up / spin down) (eV) = 7.80 / 7.60